Here is a gas-phase ion, C4H8NO2S (charge -1) from the OMol25 dataset. Energies are from ωB97M-V/def2-TZVPD.

Each line ends with the Mulliken charge.
Geometry (Å):
S (1.09, 2.56, 1.71)  -0.29
O (-1.84, -1.04, 0.91)  -0.73
O (-2.00, 1.19, 0.97)  -0.60
N (0.54, -0.86, -0.61)  -0.48
C (-1.51, 0.15, 0.74)  0.51
C (0.01, -1.35, -1.86)  -0.87
C (1.08, 0.75, 1.08)  -0.88
C (-0.08, 0.41, -0.05)  -0.08
H (-0.25, -2.34, -2.06)  0.36
H (-0.12, 2.45, 2.34)  0.13
H (0.97, -0.02, 1.95)  0.27
H (0.90, -1.18, -2.67)  0.22
H (0.21, -1.66, 0.08)  0.29
H (-0.17, 1.07, -0.90)  0.46
H (2.08, 0.70, 0.59)  0.40
H (-0.89, -0.82, -2.23)  0.27

Properties
- E (a.u.) = -760.64259
- energy above the lowest of the compared OMol25 structures with the same formula, charge and spin (kJ/mol) = 184.5
- charge = -1
- LUMO level (eV) = 3.397
- SMILES = CN[C@H](CS)C(=O)[O-]
- orbital gap (eV) = 7.196
- HOMO level (Ha) = -0.1396



Here is 2 unconnected molecules or ions with the total composition C19H26N2O6 from the OMol25 dataset. Energies are from ωB97M-V/def2-TZVPD.

Each line ends with the Mulliken charge.
Geometry (Å):
O (1.38, 0.44, 0.02)  -0.25
O (0.14, -4.63, 2.63)  -0.68
O (0.41, 4.42, 2.39)  -0.63
O (3.61, 0.05, 1.97)  -0.79
O (1.70, -1.52, -1.08)  -0.76
O (1.79, 2.09, 2.16)  -0.79
N (1.05, -3.85, 0.74)  0.04
N (2.23, -1.69, 2.09)  0.23
C (0.79, -3.77, 2.05)  0.03
C (3.71, -1.17, 4.00)  -1.39
C (1.32, -2.55, 2.85)  0.61
C (-4.97, 1.49, -4.02)  -1.27
C (-2.65, 1.28, -3.09)  -0.47
C (0.70, 1.63, 0.05)  0.20
C (3.18, -0.91, 2.60)  0.71
C (0.15, -1.67, 3.31)  -1.38
C (1.21, -0.40, -1.03)  0.14
C (-0.68, 4.06, 0.28)  -1.25
C (0.60, -4.95, -0.12)  -0.99
C (0.20, 3.65, 1.28)  0.12
C (-3.49, 1.75, -4.27)  -0.32
C (0.38, -0.02, -2.16)  -0.53
C (-0.86, 3.26, -0.86)  -0.89
C (-1.16, 1.53, -3.36)  -1.49
C (-0.32, 1.16, -2.16)  1.14
C (0.90, 2.45, 1.17)  1.13
C (-0.17, 2.04, -0.98)  0.79
H (-5.31, 2.03, -3.12)  0.32
H (-0.47, -4.88, -0.27)  0.30
H (-5.57, 1.84, -4.87)  0.38
H (0.53, -0.84, 3.92)  0.33
H (-3.33, 2.83, -4.43)  0.31
H (1.07, 3.94, 2.92)  0.35
H (4.08, -2.20, 4.05)  0.37
H (-0.85, 0.94, -4.22)  0.48
H (-1.20, 5.00, 0.39)  0.40
H (-5.16, 0.42, -3.88)  0.33
H (2.38, 1.36, 1.85)  0.23
H (0.32, -0.71, -2.99)  0.45
H (1.57, -3.10, 0.30)  0.21
H (1.82, -2.96, 3.72)  0.30
H (-2.81, 0.20, -2.93)  0.37
H (-1.54, 3.61, -1.63)  0.42
H (4.53, -0.49, 4.20)  0.35
H (-0.99, 2.58, -3.62)  0.41
H (2.92, -1.02, 4.73)  0.31
H (-0.54, -2.26, 3.92)  0.42
H (-2.96, 1.80, -2.18)  0.40
H (-3.18, 1.23, -5.18)  0.29
H (-0.38, -1.27, 2.45)  0.31
H (1.11, -4.88, -1.09)  0.36
H (1.97, -1.46, 1.14)  0.05
H (0.84, -5.91, 0.35)  0.32

Properties
- E (a.u.) = -1300.62640
- energy above the lowest of the compared OMol25 structures with the same formula, charge and spin (kJ/mol) = 0.0
- charge = 0
- LUMO level (eV) = -0.048
- SMILES = CCCCc1cc(=O)oc2c(O)c(O)ccc12.CNC(=O)[C@H](C)NC(C)=O
- orbital gap (eV) = 8.475
- HOMO level (Ha) = -0.3132



Here is a molecular structure, C8H11HfO7S from the OMol25 dataset. Energies are from ωB97M-V/def2-TZVPD.

Each line ends with the Mulliken charge.
Geometry (Å):
Hf (1.47, -3.40, 2.61)  1.29
S (2.44, 0.74, 0.97)  1.20
O (1.26, 1.37, 1.49)  -0.55
O (-1.50, 2.82, 0.81)  -0.10
O (3.05, 1.18, -0.23)  -0.54
O (-1.82, -0.07, -2.93)  -0.27
O (-3.68, 1.09, -2.34)  -0.37
O (3.48, 0.54, 2.10)  -0.45
O (-3.14, 1.98, 0.75)  -0.10
C (-1.59, 1.23, -1.04)  -0.14
C (-0.73, -0.65, -2.22)  -0.88
C (-2.56, 0.75, -2.19)  0.37
C (-0.52, 0.10, -0.85)  0.32
C (-0.77, -0.86, 0.35)  -0.82
C (1.87, -0.96, 0.60)  -0.53
C (0.48, -1.17, 1.22)  0.03
C (-2.08, 1.96, 0.12)  0.28
H (1.88, -1.06, -0.49)  0.36
H (0.41, 0.64, -0.84)  0.47
H (3.14, 0.91, 2.94)  0.42
H (-1.24, -1.79, 0.03)  0.65
H (0.41, -2.31, 1.45)  -0.16
H (-1.48, -0.40, 1.03)  0.30
H (2.63, -1.68, 0.98)  0.29
H (-0.98, -1.71, -2.09)  0.31
H (-1.04, 2.02, -1.59)  0.52
H (0.17, -0.61, -2.82)  0.36
H (0.43, -0.66, 2.19)  0.76

Properties
- E (a.u.) = -1282.68381
- charge = +3
- LUMO level (eV) = -15.364
- orbital gap (eV) = 4.670
- HOMO level (Ha) = -0.7362



Here is a molecular structure, C35H38InN4O9 from the OMol25 dataset. Energies are from ωB97M-V/def2-TZVPD.

Each line ends with the Mulliken charge.
Geometry (Å):
In (-0.74, -0.11, 0.43)  1.51
O (0.65, -2.60, 0.39)  -0.40
O (-2.45, 1.77, 0.26)  -0.56
O (-4.82, -0.57, 1.92)  -0.75
O (4.33, -5.38, -3.76)  -0.67
O (-0.49, 1.95, -1.45)  -0.14
O (-2.58, -0.54, 1.87)  -0.63
O (5.08, -6.25, -1.93)  -0.67
O (0.51, -0.93, -1.97)  -0.36
O (-0.46, 3.97, 0.49)  -0.73
N (4.33, -5.48, -2.53)  0.98
N (-3.91, 3.02, -0.92)  0.38
N (-2.94, -1.01, -0.92)  0.48
N (1.79, 3.83, 0.72)  0.37
C (-4.86, -2.30, -0.26)  -0.97
C (-2.46, -1.38, -4.53)  -0.93
C (5.08, 0.75, 3.00)  -0.98
C (2.52, -4.04, 0.36)  -0.58
C (5.54, -0.40, 3.63)  -0.47
C (-5.02, -2.80, -1.51)  -0.87
C (0.61, 3.50, 0.14)  1.17
C (-3.13, -1.45, -2.21)  -0.52
C (-4.17, -2.35, -2.55)  1.19
C (3.44, -4.67, -1.77)  -0.40
C (1.56, -3.15, -0.26)  0.04
C (-5.03, 2.62, -0.08)  -1.09
C (1.05, -1.93, -2.43)  -0.56
C (3.73, 0.93, 2.78)  0.55
C (3.41, -4.77, -0.36)  -0.50
C (-4.32, -2.76, -3.89)  -0.77
C (-1.60, 2.79, -1.71)  -1.34
C (2.79, -0.03, 3.18)  -0.82
C (2.61, -3.77, -2.41)  -0.48
C (3.27, -1.19, 3.78)  -0.34
C (1.77, 4.67, 1.91)  -1.08
C (-4.18, 3.91, -2.03)  -1.03
C (-3.80, -1.40, 0.00)  0.74
C (0.44, -0.94, 3.40)  -2.56
C (1.31, 0.22, 2.90)  3.37
C (0.73, 2.55, -1.05)  -1.19
C (4.63, -1.37, 4.01)  -0.90
C (3.06, 3.27, 0.31)  -1.24
C (1.29, 0.48, 1.38)  -1.47
C (-2.29, -0.97, -3.23)  -0.28
C (-3.49, -2.28, -4.86)  -0.57
C (-2.69, 2.47, -0.70)  0.83
C (0.85, 1.49, 3.64)  -1.35
C (-3.72, -0.78, 1.40)  0.20
C (1.73, -2.97, -1.70)  0.91
H (-5.50, -2.57, 0.57)  0.53
H (3.37, 1.82, 2.29)  -0.16
H (5.79, 1.51, 2.68)  0.39
H (-5.58, 3.50, 0.27)  0.36
H (-0.15, 1.76, 3.29)  0.19
H (1.81, -0.37, 0.91)  0.67
H (-1.81, -1.01, -5.30)  0.45
H (4.10, -5.44, 0.12)  0.47
H (2.35, 4.19, 2.70)  0.40
H (-5.13, 4.42, -1.84)  0.34
H (-4.65, 2.08, 0.78)  0.28
H (-5.10, -3.47, -4.13)  0.38
H (1.35, 1.70, -0.78)  0.24
H (3.02, 2.18, 0.28)  0.38
H (1.52, 2.33, 3.44)  -0.01
H (1.09, -2.06, -3.53)  0.22
H (-1.50, -0.28, -2.96)  0.70
H (-5.72, 1.97, -0.62)  0.33
H (3.82, 3.56, 1.04)  0.45
H (3.38, 3.65, -0.67)  0.31
H (-3.61, -2.60, -5.89)  0.38
H (2.58, -1.98, 4.08)  0.39
H (6.60, -0.54, 3.81)  0.38
H (2.49, -4.11, 1.44)  0.45
H (2.19, 5.66, 1.71)  0.28
H (-1.96, 2.59, -2.73)  0.57
H (0.75, 4.77, 2.24)  0.28
H (0.82, 1.32, 4.72)  0.53
H (-1.33, 3.84, -1.62)  0.55
H (-4.27, 3.37, -2.98)  0.28
H (4.97, -2.28, 4.49)  0.38
H (0.63, -1.85, 2.82)  0.27
H (0.63, -1.14, 4.46)  0.67
H (-0.61, -0.68, 3.30)  0.58
H (-3.41, 4.67, -2.13)  0.34
H (2.69, -3.67, -3.49)  0.50
H (1.20, 3.09, -1.88)  0.32
H (-5.80, -3.52, -1.74)  0.39

Properties
- E (a.u.) = -2442.78665
- charge = -1
- LUMO level (eV) = 2.107
- orbital gap (eV) = 6.080
- HOMO level (Ha) = -0.1460